[1]
Entry from the Open Molecules 2025 dataset: a cluster of 2 separate species, H3N2O3S in total at a distorted geometry (wB97M-V/def2-TZVPD).

Values from the calculation:
Calculated total energy   -735.12973 Ha
Largest force on an atom   4.55 eV/Å
Energy above the lowest of the compared OMol25 structures with the same formula, charge and spin   3.9209 eV

ORCA input file:
```
! wB97M-V def2-TZVPD RIJCOSX def2/J DEFGRID3
* xyz -1 1
N 1.291 1.411 -0.734
N 1.317 0.124 -0.812
O -0.194 0.597 1.263
O 0.409 -1.753 1.233
O -2.507 -1.048 -0.099
S -0.125 -0.622 0.460
H -2.400 -0.108 0.259
H 1.202 1.655 0.195
H 1.006 -0.256 -1.765
*
```

***

[2]
Entry from the Open Molecules 2025 dataset: an isolated molecule of H3N2P at a distorted geometry (wB97M-V/def2-TZVPD).

Values from the calculation:
SMILES   N1=[PH2]N1
Calculated total energy   -452.50175 Ha
Largest force on an atom   2.39 eV/Å
Energy above the lowest of the compared OMol25 structures with the same formula, charge and spin   4.2603 eV

ORCA input file:
```
! wB97M-V def2-TZVPD RIJCOSX def2/J DEFGRID3
* xyz 0 1
N -0.513 -0.580 -0.778
N -1.381 -0.001 0.297
P 0.129 0.486 0.313
H 0.002 -1.449 -0.472
H 0.574 1.792 -0.160
H 1.188 -0.248 0.801
*
```

***

[3]
Entry from the Open Molecules 2025 dataset: a structure of composition H3N3O2 at a distorted geometry (wB97M-V/def2-TZVPD).

Values from the calculation:
Calculated total energy   -316.37458 Ha
Largest force on an atom   4.45 eV/Å
Energy above the lowest of the compared OMol25 structures with the same formula, charge and spin   0.8775 eV

ORCA input file:
```
! wB97M-V def2-TZVPD RIJCOSX def2/J DEFGRID3
* xyz 0 1
N -1.186 -0.242 0.105
N -0.240 -0.258 -0.763
N 1.170 0.492 0.050
O 0.747 1.425 0.713
O 2.280 0.040 -0.111
H -1.198 -0.936 0.832
H -1.745 0.573 0.153
H 0.171 -1.093 -0.980
*
```